The following is a DFT calculation (the ωB97M-V functional and the def2-TZVPD basis) of the molecule C10H22F2NO5PS.

Largest force on an atom, Eh/bohr: 0.0236
LUMO energy, eV: 0.77
SMILES string: CCOP(=O)(CCCN([C@H](F)CC)S(=O)(=O)F)OCC
HOMO energy, eV: -10.11
Frontier orbital gap, eV: 10.877

The geometry in ORCA input format:
```
! RIJCOSX wB97M-V def2-TZVPD def2/J DEFGRID3
* xyz 0 1
C 4.5424 2.0292 0.1010
C 4.2126 0.5566 -0.1604
O 3.1994 0.4510 -1.1930
P 1.7963 -0.1350 -0.7304
O 1.0881 0.7564 0.2096
C 0.9444 -0.3187 -2.2972
C -0.4738 -0.8780 -2.1880
C -1.4864 0.1369 -1.6322
N -1.7675 -0.1409 -0.2076
C -1.8708 1.0482 0.6481
F -1.6083 0.6414 1.9292
C -3.1823 1.8440 0.5470
C -3.8170 2.2531 1.8862
S -2.9481 -1.2923 -0.0418
O -3.8857 -1.2552 -1.1116
O -2.3348 -2.5324 0.2958
F -3.6789 -0.7800 1.2239
O 2.1320 -1.5565 -0.1043
C 1.0525 -2.2505 0.5629
C 1.5528 -2.9091 1.8421
H 4.3206 2.2890 1.1322
H 3.9448 2.6589 -0.5506
H 5.5903 2.2394 -0.0959
H 5.0935 0.0589 -0.5552
H 3.8982 0.0665 0.7536
H 1.5466 -0.9621 -2.9405
H 0.9355 0.6710 -2.7504
H -0.7865 -1.1635 -3.1926
H -0.5362 -1.7819 -1.5897
H -2.3931 0.1623 -2.2292
H -1.0345 1.1248 -1.6918
H -1.0383 1.6763 0.3463
H -3.9268 1.3287 -0.0544
H -2.9530 2.7520 -0.0086
H -4.8835 2.0366 1.8597
H -3.7223 3.3179 2.0787
H -3.4117 1.7135 2.7343
H 0.2198 -1.5896 0.7858
H 0.6813 -3.0152 -0.1175
H 1.6119 -3.9884 1.7204
H 0.8489 -2.7315 2.6517
H 2.5277 -2.5315 2.1343
*
```

---

The following is a DFT calculation (the ωB97M-V functional and the def2-TZVPD basis) of a structure of composition C10H22N2S3Ta.

Energy relative to the best compared isomer or geometry (same formula, charge and spin), kJ/mol: 24.2
Largest force on an atom, Eh/bohr: 0.0081
LUMO energy, eV: -3.50
HOMO energy, eV: -11.98
Frontier orbital gap, eV: 8.485

The geometry in ORCA input format:
```
! RIJCOSX wB97M-V def2-TZVPD def2/J DEFGRID3
* xyz 1 1
Ta 0.4272 -0.2146 0.1268
C -0.3789 1.8575 -2.2967
N -0.7853 1.5800 -0.8910
C -0.5823 2.8458 -0.1335
C -2.2382 1.2638 -0.8951
C -2.6086 0.4797 0.3306
N -1.8080 -0.7715 0.4391
C -2.2039 -1.7442 -0.6216
C -2.1783 -1.3757 1.7493
H -0.9937 2.6721 -2.6900
H -0.5065 0.9664 -2.9019
H 0.6676 2.1492 -2.3197
H -1.1504 3.6495 -0.6080
H 0.4724 3.1030 -0.1318
H -0.9212 2.7347 0.8965
H -2.4640 0.6981 -1.7982
H -2.8213 2.1871 -0.9411
H -3.6727 0.2264 0.3179
H -2.4227 1.0636 1.2355
H -3.2809 -1.9221 -0.5624
H -1.6678 -2.6750 -0.4513
H -1.9368 -1.3763 -1.6076
H -3.2671 -1.4317 1.8181
H -1.7934 -0.7682 2.5654
H -1.7740 -2.3804 1.8216
C 3.2593 -2.5405 0.6771
C 2.3546 -1.4368 1.1776
S 0.7722 -1.9514 1.7102
C 2.7559 -0.1218 1.0891
C 4.0886 0.2556 0.5010
S 1.7332 1.2626 1.4402
H 2.7497 -3.4986 0.7214
H 4.1535 -2.5978 1.2997
H 3.5698 -2.3654 -0.3523
H 4.7633 -0.5915 0.4256
H 4.5531 1.0193 1.1243
H 3.9561 0.6818 -0.4949
S 1.1794 -0.9327 -1.7700
*
```

---

The following is a DFT calculation (the ωB97M-V functional and the def2-TZVPD basis) of a structure of composition C10H22N3O7S6Sc.

Energy relative to the best compared isomer or geometry (same formula, charge and spin), kJ/mol: 0.0
Largest force on an atom, Eh/bohr: 0.0152
LUMO energy, eV: -0.02
HOMO energy, eV: -8.93
Frontier orbital gap, eV: 8.905

The geometry in ORCA input format:
```
! RIJCOSX wB97M-V def2-TZVPD def2/J DEFGRID3
* xyz 0 1
Sc -0.4522 -0.2380 -0.8340
C 0.8164 4.3163 -1.2471
C -0.6203 4.3460 -0.7422
S -1.5412 2.8634 -1.2506
C -3.0376 3.1325 -0.2598
C -3.7466 1.8415 0.1408
S -2.7173 0.5612 0.8990
C -2.0869 1.4362 2.3531
C -0.8189 0.7572 2.8512
S 0.5717 0.8690 1.7045
C 0.9790 2.6284 1.9264
C 2.0782 3.1113 0.9820
S 1.8083 2.8780 -0.7903
H 1.3219 5.2293 -0.9256
H 0.8319 4.3114 -2.3386
H -1.1135 5.2326 -1.1449
H -0.6377 4.4287 0.3452
H -3.7429 3.7508 -0.8166
H -2.7486 3.6981 0.6276
H -4.1914 1.3570 -0.7275
H -4.5657 2.0893 0.8178
H -2.8449 1.4171 3.1379
H -1.8836 2.4790 2.1102
H -0.9815 -0.3091 3.0121
H -0.5166 1.1930 3.8046
H 1.3352 2.7506 2.9517
H 0.0833 3.2364 1.8130
H 3.0090 2.5868 1.2024
H 2.2604 4.1710 1.1748
O 0.1500 -3.9107 -0.0270
S -0.7841 -2.8765 -0.3354
O -2.1758 -3.2603 -0.4303
O -0.3767 -2.1324 -1.6290
O -0.6296 -1.6764 0.6260
O 0.5936 0.4850 -2.6007
N 1.7173 0.0019 -2.2027
O 2.6352 -0.1792 -2.9467
O 1.7336 -0.2539 -0.9674
C -2.2807 -3.8106 -3.7971
N -2.7870 -2.6135 -3.1532
C -2.2565 -1.4159 -3.3511
N -1.3784 -1.2205 -4.3364
S -2.7508 -0.1094 -2.3438
H -3.0047 -4.6105 -3.6664
H -1.3270 -4.1184 -3.3601
H -2.1664 -3.6433 -4.8681
H -3.1214 -2.7348 -2.2002
H -0.8510 -2.0035 -4.6883
H -0.9063 -0.3296 -4.3428
*
```

---

The following is a DFT calculation (the ωB97M-V functional and the def2-TZVPD basis) of a cluster of 2 separate species, C10H22N4O4P in total.

Energy relative to the best compared isomer or geometry (same formula, charge and spin), kJ/mol: 0.0
Largest force on an atom, Eh/bohr: 0.0086
LUMO energy, eV: -2.50
HOMO energy, eV: -12.83
Frontier orbital gap, eV: 10.322

The geometry in ORCA input format:
```
! RIJCOSX wB97M-V def2-TZVPD def2/J DEFGRID3
* xyz 1 1
N 0.8458 -0.1391 5.5929
C 0.5744 0.5903 4.7546
C 0.2634 1.5112 3.6671
P -0.8203 0.6393 2.4384
O -0.2403 0.3482 1.1033
C 1.5473 2.1110 3.0101
N 1.0774 3.0824 2.0251
C 2.3122 2.7643 4.1014
N 2.8124 3.2894 4.9891
C 2.4078 1.0230 2.3297
O 3.7661 1.3696 2.5127
O 4.5314 0.1777 2.3776
H -0.3119 2.3482 4.0756
H -1.9804 1.4291 2.4248
H -1.2209 -0.5069 3.1402
H 0.7292 3.9162 2.4896
H 1.8497 3.3788 1.4367
H 2.2151 0.0355 2.7592
H 2.1539 0.9994 1.2677
H 4.8030 0.0343 3.2969
C -0.4306 -0.2041 -2.1670
N -1.4684 -1.2794 -2.2966
C -2.5781 -0.9530 -1.3474
C -0.8677 -2.5849 -1.8966
C -2.0605 -1.3536 -3.6833
C -1.1410 -1.8078 -4.7922
O -0.0880 -0.8766 -4.9320
H -0.2521 -0.0545 -1.1039
H 0.4748 -0.5179 -2.6728
H -0.8128 0.7065 -2.6202
H -2.1534 -0.9118 -0.3471
H -3.3425 -1.7235 -1.4124
H -2.9943 0.0156 -1.6136
H -0.0167 -2.7979 -2.5361
H -1.6184 -3.3670 -1.9888
H -0.5345 -2.5018 -0.8647
H -2.4521 -0.3597 -3.8980
H -2.8936 -2.0545 -3.6195
H -1.7638 -1.8482 -5.6913
H -0.7667 -2.8197 -4.6092
H 0.4453 -1.1082 -5.7000
*
```

---

The following is a DFT calculation (the ωB97M-V functional and the def2-TZVPD basis) of the molecule C10H22NOP.

Energy relative to the best compared isomer or geometry (same formula, charge and spin), kJ/mol: 52.1
Largest force on an atom, Eh/bohr: 0.0666
LUMO energy, eV: 0.79
SMILES string: C=C[C@@H](C)P(O)N(C(C)C)C(C)C
HOMO energy, eV: -7.72
Frontier orbital gap, eV: 8.511

The geometry in ORCA input format:
```
! RIJCOSX wB97M-V def2-TZVPD def2/J DEFGRID3
* xyz 0 1
C 0.2855 3.1166 -3.1770
C 0.1021 2.9446 -1.8675
C 0.6738 1.8711 -0.9572
C 0.9241 2.4236 0.4607
P -0.7392 0.5438 -0.8081
O -1.7284 1.5443 0.1135
N 0.0173 -0.5181 0.3233
C -0.7551 -1.2103 1.3592
C -2.0308 -1.8692 0.8724
C -1.0040 -0.4005 2.6013
C 0.9567 -1.3603 -0.3618
C 0.3674 -2.5780 -0.9957
C 2.1762 -1.6836 0.4760
H -0.3161 3.9900 -3.5052
H 0.7324 2.4335 -3.9201
H -0.3913 3.6608 -1.2439
H 1.5718 1.3775 -1.3320
H 1.7895 3.1274 0.3351
H 1.0673 1.5882 1.2159
H 0.0230 2.9306 0.6931
H -2.6086 1.2534 -0.1367
H -0.1546 -2.1038 1.6151
H -2.5350 -2.2602 1.7822
H -2.7221 -1.1529 0.4815
H -1.9156 -2.5847 0.0418
H -1.4441 0.5608 2.2734
H -0.0969 -0.1918 3.0020
H -1.4709 -0.9154 3.3852
H 1.4032 -0.7184 -1.1528
H 0.0486 -3.2187 -0.2123
H -0.4495 -2.3180 -1.7409
H 1.1812 -3.1294 -1.5191
H 1.7907 -1.9026 1.4557
H 2.6211 -0.7235 0.4003
H 2.6307 -2.5269 0.0426
*
```